1.
C26H52Cl21NO2P | wB97M-V/def2-TZVPD

gap between HOMO and LUMO: 5.85 eV
HOMO energy: -0.1588 Eh

ORCA input file:
```
! RIJCOSX wB97M-V def2-TZVPD def2/J DEFGRID3
* xyz -1 1
Cl 3.30503 -2.92478 -6.50155
Cl 4.45439 -0.04607 0.75498
Cl 0.88661 -2.52400 0.71212
Cl 2.38850 3.34865 -1.76864
Cl 0.17762 -2.65939 -5.17069
Cl 6.76560 -3.86897 0.24390
Cl -0.87958 -2.11991 -2.20624
Cl -3.65823 4.22936 3.27795
Cl 1.41998 0.21380 -5.11035
Cl 1.31246 0.05820 -8.51139
Cl -4.73566 -2.72552 -1.76563
Cl 0.80126 2.25197 4.35367
Cl 7.63128 1.18297 0.74472
Cl 3.10475 4.59968 1.31590
Cl -11.08171 -1.42600 3.79860
Cl 3.86861 7.65922 -0.91132
Cl -5.84365 2.05081 1.87478
Cl -7.92985 -0.14433 3.95443
Cl -1.37013 2.10875 1.74110
Cl 1.31255 9.52032 0.34946
Cl 5.00928 -3.36247 -2.63911
P -3.39452 -2.08353 -0.12159
O -4.13093 -3.24314 3.17635
O -3.37584 -5.61011 0.44349
N -4.01706 -3.51455 0.87495
C 3.99443 3.80211 -1.14531
C -2.64900 -0.31767 2.01136
C 1.24274 1.52527 -7.49891
C -1.81333 -4.58778 1.81526
C 2.49737 8.56225 1.27312
C 1.04393 2.91884 2.71213
C 5.89298 -0.79949 1.48231
C 6.85305 0.22442 2.03400
C -5.24321 3.74209 3.92883
C -2.34287 -1.37551 1.28358
C 2.08579 1.40109 -6.25405
C -0.23771 3.43181 2.10812
C 3.85852 8.56198 0.62354
C -9.65162 -2.17990 4.55087
C 1.36559 -3.05619 -0.91791
C -8.73222 -1.16000 5.17521
C -4.62308 -3.18197 2.09141
C 1.98056 -4.11436 -6.61902
C 7.22967 -4.37333 -1.40309
C -5.55830 2.29985 3.61534
C 6.77801 -3.38847 -2.45391
C 0.89705 -2.11023 -1.99382
C -6.10346 -2.75388 2.00275
C 4.13050 3.52006 0.32855
C 0.62451 -3.45654 -6.69485
C -3.09930 -4.60466 0.99430
H 3.86525 2.49164 0.56189
H -4.49148 -1.28376 0.35640
H 2.11808 2.35914 -5.73527
H 7.19291 -3.66846 -3.42143
H 0.58459 -2.71235 -7.48810
H 1.60839 2.34857 -8.11150
H 2.10631 7.55280 1.37770
H -2.33002 -2.90002 -0.60291
H -0.13829 -4.20891 -6.89381
H 7.65071 -0.27599 2.58142
H -5.99805 4.41130 3.52163
H 6.35504 0.91456 2.71153
H -3.17829 0.54966 1.60834
H -6.13543 -1.70721 1.67333
H 8.31614 -4.45050 -1.41426
H 2.15917 -4.69741 -7.52196
H 7.10667 -2.37770 -2.22068
H 6.36426 -1.42398 0.72783
H -9.13952 -2.76421 3.78959
H 5.15948 3.68691 0.64491
H -10.01954 -2.86163 5.31661
H -1.97755 -4.10250 2.78183
H 3.10642 1.10668 -6.49073
H -6.54304 -3.34675 1.18702
H 1.75952 3.72962 2.80533
H -1.44031 -5.61023 1.91448
H -2.34685 -0.25891 3.06117
H -5.20198 3.88973 5.00764
H 2.56281 9.00923 2.26425
H 2.45284 -3.10522 -0.92256
H -0.01976 3.93991 1.16786
H 5.53895 -1.44471 2.28584
H 0.97630 -4.06115 -1.07257
H -0.74224 4.13760 2.76720
H -6.62106 -2.92889 2.94808
H 4.20564 9.57293 0.42210
H -1.38335 -1.85026 1.53687
H 4.72786 3.21637 -1.69847
H 4.57996 8.07736 1.28034
H -4.75297 1.63607 3.92579
H 1.48812 2.13910 2.09539
H -6.46547 1.99958 4.13301
H 1.32751 -2.40424 -2.94777
H 4.15811 4.85400 -1.36668
H -9.26790 -0.50608 5.86026
H 2.05178 -4.78050 -5.76204
H -7.94444 -1.66671 5.73185
H -2.96922 -0.98639 -0.96155
H 0.20012 1.71629 -7.25581
H 6.81560 -5.36343 -1.57878
H -1.07554 -4.00486 1.24006
H 1.20240 -1.08688 -1.78038
*
```

***

2.
C26H52Cl2EuN3O5Si2 | wB97M-V/def2-TZVPD

energy relative to the best compared isomer or geometry (same formula, charge and spin): 110.76 kJ/mol
gap between HOMO and LUMO (spin up / spin down): 4.23 / 4.23 eV
HOMO energy (spin up / spin down): -0.0684 / -0.0684 Eh

ORCA input file:
```
! RIJCOSX wB97M-V def2-TZVPD def2/J DEFGRID3
* xyz -1 8
Eu -0.04744 0.92492 1.31143
Cl -2.15342 2.62757 1.69608
Cl -0.98253 0.71528 -1.07661
Si -0.39417 2.67523 -2.15133
Si -0.84202 -0.05045 4.51544
O 0.76888 -1.46960 0.96351
O 1.30138 2.90059 2.45122
O -0.73175 -0.37444 -3.49664
O -0.99020 -0.33422 2.93924
O 2.34952 0.49413 -0.44695
N 0.40231 -3.44833 2.09501
N 0.69145 4.98979 3.27003
N 2.47546 -0.65075 -2.45064
C -2.25255 -0.22307 -5.45886
C 0.27095 -4.10876 -1.52054
C -0.84538 -2.33244 -5.23491
C 2.93602 -1.86269 -3.13507
C -0.77776 -4.88212 -0.99410
C -1.74008 -1.26249 -3.11260
C -0.58501 2.79507 -3.97993
C -1.45177 -1.45084 5.61727
C 1.82984 5.12148 4.17549
C -1.33120 -2.46295 -2.32634
C -1.79586 1.47267 5.08740
C -1.45133 -1.22858 -4.62951
C 0.64789 3.98544 2.38621
C -0.61987 -4.33656 2.64083
C -2.09479 -4.42486 -1.12319
C -0.42580 -2.39744 -6.65252
C -2.37486 -3.26230 -1.82863
C 0.01336 -2.36054 1.42724
C -1.49038 3.94187 -1.28536
C 2.54132 -0.54709 -1.09321
C -0.01218 -2.88786 -2.14623
C 0.97636 0.32796 4.91405
C -0.53700 5.71269 3.59980
C 2.49404 0.56904 -3.25360
C 1.79615 -3.79799 2.35420
C 1.28307 3.16692 -1.42566
H 2.99575 0.33700 -4.19174
H -2.08893 4.57447 -1.95247
H -1.94386 -0.99620 6.49460
H -1.18547 5.11050 4.25736
H 1.29898 -4.44103 -1.38205
H -0.27004 6.63514 4.12951
H -0.80653 -4.12850 3.70763
H 1.73432 6.07276 4.69669
H 2.07418 3.28461 -2.18817
H -2.83482 -0.74326 -6.23878
H 1.64625 -0.42392 4.47952
H -0.72118 3.87956 -4.14015
H 2.04185 -4.73091 1.82677
H -2.19321 -2.09188 5.12459
H -0.81391 -3.26388 -4.70390
H 0.08658 -1.49295 -7.00343
H 0.28732 2.46704 -4.56301
H 1.47452 0.92027 -3.46603
H 3.19598 -2.62440 -2.38534
H -1.57593 0.52331 -5.92278
H 2.45719 -2.99269 2.02497
H -0.30630 -5.38104 2.53018
H -2.18253 3.46282 -0.58028
H -1.08746 -2.28353 1.32606
H 3.04217 1.35166 -2.71369
H 0.24352 -3.26728 -6.81202
H -0.04665 4.14988 1.53011
H -1.14534 2.22030 5.55924
H 2.76898 5.10368 3.61394
H 0.80231 -2.21790 -2.42782
H 1.84296 4.32507 4.93146
H -2.55526 1.17984 5.82746
H -1.55257 -4.17450 2.08730
H -0.65078 -2.09498 6.00343
H 2.77705 -1.51320 -0.60251
H -0.56721 -5.80761 -0.46485
H 1.92675 -3.97997 3.42939
H 3.80573 -1.62911 -3.76439
H 2.15005 -2.27102 -3.78678
H -2.95863 0.27703 -4.78404
H -2.67105 -0.75316 -2.81221
H -1.27130 -2.59696 -7.33094
H -2.91448 -4.98348 -0.67025
H 1.28488 1.31080 4.52897
H -1.09662 5.95502 2.68744
H -3.39790 -2.94800 -2.04444
H 1.16174 0.33629 5.99597
H -0.88225 4.62846 -0.67466
H -2.29683 1.94643 4.23520
H 1.70215 2.50630 -0.65349
H 1.13886 4.16511 -0.96737
H -1.47138 2.27229 -4.36044
*
```

***

3.
C26H52FNO10PSi2 | wB97M-V/def2-TZVPD

gap between HOMO and LUMO: 7.01 eV
HOMO energy: -0.1702 Eh

ORCA input file:
```
! RIJCOSX wB97M-V def2-TZVPD def2/J DEFGRID3
* xyz -1 1
P -4.60190 -0.69808 1.56319
Si -3.00477 -1.72508 0.37987
Si -1.02433 -0.23261 1.84657
F 0.03324 -2.14876 4.75417
O 1.81136 1.20773 -1.41334
O -2.32943 -0.24869 -1.91355
O 1.82993 0.13847 4.23494
O -5.62821 -1.80879 2.29927
O 2.43816 0.51400 -3.41329
O 2.24698 -3.53039 -4.60733
O -5.55432 0.04991 0.40789
O -1.44409 -1.66792 1.06377
O -4.04396 -1.57746 -2.07587
O 1.42035 4.91848 0.29457
N 1.43497 2.05103 3.04017
C 4.51777 -3.44892 -5.26955
C -1.21779 -2.49265 4.23744
C -2.61235 -4.25596 -0.80439
C -3.36402 -4.29473 1.69334
C 2.34373 5.49649 -0.63245
C -0.18231 -3.38533 -1.26036
C 1.38044 2.60444 -3.48007
C 1.92516 1.36124 -2.76185
C 0.44012 6.88844 -0.58465
C -3.12592 -1.08320 -1.40650
C -3.47676 -3.58841 0.31706
C 2.69967 -2.17161 -4.47579
C 4.21569 -2.22411 -4.41968
C 3.36046 -4.36960 -4.91501
C 0.40752 0.82881 -1.08953
C -2.23824 -1.34191 4.27291
C 0.57688 2.71413 4.02923
C -1.78293 -0.01466 3.57977
C -1.30043 1.32569 0.80648
C 0.17840 5.62724 0.22184
C 0.88240 -0.34883 2.13837
C -1.09013 -4.37839 -0.47817
C -0.05559 1.80530 0.01559
C 1.39876 0.59457 3.21837
C 1.54359 6.43247 -1.52356
C 2.83694 2.44348 3.36761
H -2.72830 -3.77958 -1.79155
H 0.81244 7.68176 0.07003
H 1.62803 3.55638 -2.98174
H -2.16491 1.27636 0.11656
H -1.54318 2.13657 1.53639
H -1.15618 0.55879 4.28225
H -4.08098 -3.91731 2.44237
H 2.35381 -1.61484 -5.35279
H -0.44835 7.25836 -1.09637
H 3.13583 3.35428 2.81575
H -4.53282 -3.60618 -0.01314
H 0.82225 2.05655 0.63201
H 1.11234 5.87564 -2.36019
H 2.14164 7.24826 -1.93020
H 1.71698 2.63822 -4.52842
H -2.33505 -4.29528 2.09308
H -0.49361 2.53231 3.82945
H -0.87563 -4.23939 0.60030
H 1.46040 -0.24334 1.20218
H -1.07555 -2.94567 3.24191
H 3.10060 6.04409 -0.05919
H 4.47408 -3.18460 -6.33023
H 0.72777 3.80771 3.92783
H -1.61745 -3.29828 4.89308
H 0.46186 -0.22576 -0.76670
H -5.65766 0.98160 0.64044
H 1.04714 -1.38634 2.49187
H -2.38718 -1.10038 5.34897
H 2.26336 -1.72448 -3.58878
H -0.35041 2.74630 -0.49758
H 3.52048 1.63807 3.04573
H -3.62454 -5.36964 1.54211
H 2.95826 2.64728 4.45086
H -2.70531 0.58854 3.43165
H 0.84757 2.46433 5.08008
H 3.09473 -5.04529 -5.73125
H -0.14948 0.93958 -2.03436
H 4.54650 -2.39398 -3.39125
H -0.73106 -5.40010 -0.71557
H 0.78450 -3.22615 -0.73704
H -3.20562 -1.73361 3.91024
H 2.84044 4.70275 -1.19389
H 3.58807 -4.96967 -4.02608
H 0.27548 2.50078 -3.52582
H -0.62386 -2.37667 -1.38403
H -5.55886 -1.69891 3.25676
H -2.99745 -5.29752 -0.91592
H -0.18028 5.83872 1.23068
H 4.68555 -1.31041 -4.78174
H 5.49304 -3.89480 -5.06964
H -0.55063 4.98112 -0.27867
H 0.03614 -3.74199 -2.28791
*
```

***

4.
C26H52O52S13 | wB97M-V/def2-TZVPD

energy relative to the best compared isomer or geometry (same formula, charge and spin): 153.90 kJ/mol
gap between HOMO and LUMO: 11.02 eV
HOMO energy: -0.4008 Eh

ORCA input file:
```
! RIJCOSX wB97M-V def2-TZVPD def2/J DEFGRID3
* xyz 0 1
S 0.51063 -0.41644 -0.51916
S -1.81699 2.01060 2.75115
S -5.55377 -1.13080 1.69652
S -1.23386 -5.95645 -0.55034
S 3.25535 2.84095 2.70908
S 2.26428 2.94402 -3.77357
S -2.60865 -2.85879 -4.72264
S -0.91954 -0.99934 6.83916
S -4.94120 0.85692 -2.78418
S -1.71992 5.32793 0.15665
S 2.30142 -2.52106 3.01962
S 4.27853 -1.70885 -3.40695
S 6.34173 1.14621 0.03968
O -1.01153 3.94318 0.02214
O 2.51313 -2.91250 1.49310
O 2.63602 -3.51654 3.97761
O -2.70215 3.30546 2.78771
O 5.23195 -0.45498 -3.15890
O -1.38992 -7.23558 -1.09707
O 3.23812 3.37163 1.38630
O -4.52288 0.74708 -4.08588
O -2.95959 5.18424 -0.52693
O 0.16218 0.95360 -0.49168
O 3.44983 -1.51706 3.27418
O -5.96481 0.04383 -2.20915
O 5.39104 -2.71110 -3.92720
O -1.73265 -1.61561 -5.02006
O -1.15687 -2.32263 5.92243
O -2.43554 -0.41502 6.66627
O -1.45887 1.98283 4.38024
O 1.85980 -0.74186 -0.76280
O 0.71828 2.85782 -4.06936
O -4.36168 -1.55970 0.65308
O -1.65563 5.79301 1.48066
O 2.41992 1.48758 2.73740
O 6.68376 1.16718 1.39168
O -2.58759 0.87040 2.35836
O 2.24781 3.63154 3.62947
O -2.32177 -3.85201 -5.67827
O -0.44359 -6.14293 0.78651
O 7.25855 0.52652 -0.85250
O -6.63956 -2.03758 1.03816
O -0.41694 -1.05904 -1.59791
O -0.07532 -0.04503 6.21505
O -5.80745 0.25278 1.56240
O -0.07087 -1.06154 0.72031
O -3.95530 -2.12354 -5.16354
O -2.65572 -3.13347 -3.29987
O -0.54543 2.27019 2.20220
O 4.90077 0.58564 -0.20888
O 0.99374 -1.90467 3.04865
O -3.64463 0.93593 -1.84177
O -0.65746 -1.45858 8.18205
O 2.29575 3.32995 -2.35784
O 3.02532 3.70414 -4.70078
O 3.81815 -2.27854 -2.17359
O 4.48439 2.45496 3.33942
O -0.64484 6.17517 -0.61181
O 2.52987 1.39648 -3.88938
O 3.34919 -1.40536 -4.48217
O -5.42944 2.37896 -2.53196
O -5.14254 -1.58855 2.97657
O -0.08684 -5.29582 -1.40269
O -2.30858 -5.01199 -0.49939
O 5.99293 2.61901 -0.51903
C 1.32133 0.56377 -3.99681
C -4.75974 -2.78148 -0.09701
C 6.54353 -1.93708 -4.26993
C -3.12324 -1.09516 5.57415
C 1.04445 -4.94031 -0.63224
C 3.94314 -2.46116 1.12297
C 4.22901 -1.27053 2.06516
C -1.46923 -1.84596 -1.00267
C -2.59335 3.97743 4.11271
C 1.59264 2.76430 4.51744
C 1.91086 1.28086 4.06777
C -3.84971 1.92778 -0.84432
C 6.67142 -0.88492 -3.21458
C 5.01164 2.49422 -1.51734
C -4.65479 3.07378 -1.51348
C 0.45093 4.18556 0.02125
C -6.09059 -3.17575 0.40422
C -2.02426 -1.96840 4.85345
C -2.38505 2.80574 5.13220
C -2.34105 -0.69286 -5.98469
C 0.67837 -5.23315 0.80667
C 0.28267 1.52170 -3.57072
C 0.60208 5.40927 -0.77441
C -3.66649 -1.30638 -6.36324
C 4.01695 1.45298 -0.98641
C -1.43400 -1.48087 0.46212
H -4.28930 1.51232 0.04888
H 4.02514 -2.23989 0.01078
H 4.62072 -3.29797 1.23700
H -4.70440 -2.51100 -1.14052
H 0.28204 -4.38077 1.34682
H 6.91888 -1.27165 -2.18913
H -1.54393 -1.38520 4.08329
H 3.26004 1.93361 -0.30783
H -2.33323 -2.87276 4.41340
H 0.16603 1.51589 -2.52460
H 1.42643 -0.22092 -3.25786
H -2.08569 -0.61225 0.69488
H -2.44867 -1.61756 -1.51311
H -1.85923 3.13118 6.01136
H -3.29957 2.20912 5.37360
H -1.53250 -2.38205 1.04438
H 6.43732 -1.53704 -5.26304
H -2.86398 2.33055 -0.47319
H 0.55762 3.02521 4.40381
H 0.81018 3.26834 -0.41061
H -3.92932 3.63321 -2.00569
H -3.53109 4.46704 4.22930
H 0.62277 5.24525 -1.84051
H -1.21163 -2.92198 -1.27091
H 0.67869 4.22915 1.05445
H 5.23911 -0.95128 2.38076
H 1.12709 -3.88553 -0.81534
H 7.39623 -2.63000 -4.35895
H -6.78611 -3.49327 -0.34922
H 5.44073 2.19349 -2.44031
H -1.68442 -0.55988 -6.88612
H -5.31990 3.58435 -0.87795
H -1.70901 4.67130 4.04043
H 1.32132 6.13835 -0.45229
H -3.51870 -0.33134 4.86034
H 1.99249 2.98841 5.50184
H 4.54574 3.43563 -1.61528
H -6.10178 -4.02707 1.04502
H -3.72771 -1.96495 -7.24643
H -3.91798 -1.67394 6.01424
H -2.57391 0.27928 -5.54509
H 1.99474 -5.47178 -0.98214
H 1.43356 -5.63953 1.42929
H 2.59482 0.89236 4.80913
H 1.22595 0.27434 -5.01925
H 0.91988 0.89158 4.02758
H -0.76192 1.35802 -4.06304
H 7.28572 -0.01820 -3.51636
H 3.63490 0.85140 -1.80741
H 3.85361 -0.41052 1.54175
H -4.49059 -0.64468 -6.44141
H -4.06717 -3.59252 0.11243
*
```

***

Which electronic energy belongs to each record? In order, -305651.09512, -102647.67441, -77536.17193, -275120.47810 eV.